#1
Formula: C10H16O
Source: the OMol25 dataset
Level of theory: ωB97M-V/def2-TZVPD

```
27
Properties=species:S:1:pos:R:3:lowdin_charge:R:1
C 2.615 1.548 1.648 -0.1576
C 2.122 2.046 0.306 -0.1620
H 2.984 0.528 1.646 0.0654
H 3.292 2.243 2.123 0.0538
H 1.836 1.593 2.418 0.0626
H 2.591 1.554 -0.535 0.0553
H 2.156 3.111 0.086 0.0677
H 1.070 1.797 0.195 0.0258
C -2.410 -0.106 0.870 -0.1932
C -2.650 1.309 0.332 -0.1107
C -1.331 -0.804 0.065 -0.2293
C -0.440 -0.123 -0.755 -0.0646
C -1.175 -2.179 0.095 -0.0402
C 0.455 -0.743 -1.611 -0.0147
C -0.284 -2.876 -0.725 -0.0069
C 0.521 -2.128 -1.559 -0.3180
O 1.467 -2.849 -2.262 0.0382
H -2.045 0.017 1.894 0.1154
H -3.308 -0.666 0.850 0.0954
H -3.490 1.800 0.824 0.0698
H -0.354 0.922 -0.841 0.0714
H -1.856 -2.731 0.736 0.1144
H 1.291 -0.257 -2.097 0.1128
H -0.410 -3.943 -0.682 0.1134
H 2.044 -2.239 -2.724 0.0915
H -2.944 1.263 -0.721 0.0814
H -1.749 1.912 0.423 0.0629
```

Summary:
Orbital gap, eV: 9.26
Structure (SMILES): CCc1ccc(O)cc1.CC
M, u: 152.24



#2
Formula: C10H16O
Source: the OMol25 dataset
Level of theory: ωB97M-V/def2-TZVPD

```
27
Properties=species:S:1:pos:R:3:lowdin_charge:R:1
C -0.181 2.485 2.683 -0.3252
C -1.563 2.983 2.302 -0.1238
C -0.143 1.334 3.690 -0.1185
H 0.521 3.256 3.024 0.1011
H 0.368 2.227 1.785 0.0735
H -1.696 3.415 1.312 0.0609
H -2.319 2.191 2.306 0.0675
H 0.804 0.820 3.497 0.0643
H -0.905 0.569 3.547 0.0669
H -1.852 3.756 3.024 0.0697
H -0.110 1.673 4.724 0.0663
C 2.510 0.765 -0.783 -0.0606
C -0.813 -1.839 -1.480 -0.3263
C -0.960 -0.482 -1.726 -0.0221
C 0.362 -2.369 -0.964 -0.0123
C 0.126 0.343 -1.517 -0.0468
C 1.392 -1.477 -0.659 -0.0479
C 1.342 -0.141 -1.019 -0.2890
O -1.717 -2.762 -1.996 0.0126
H -1.878 -0.054 -2.107 0.1141
H -2.571 -2.660 -1.561 0.1025
H 0.539 -3.416 -1.186 0.1212
H 0.085 1.421 -1.651 0.1138
H 2.235 -1.836 -0.080 0.1096
H 3.238 0.451 -0.029 0.0771
H 2.254 1.726 -0.356 0.0654
H 3.051 0.844 -1.729 0.0858
```

Summary:
Orbital gap, eV: 9.55
Structure (SMILES): Cc1ccc(O)cc1.CCC
M, u: 152.24



#3
Formula: C10H16O
Source: the OMol25 dataset
Level of theory: ωB97M-V/def2-TZVPD

```
27
Properties=species:S:1:pos:R:3:lowdin_charge:R:1
C 1.535 1.454 -1.523 -0.0741
C 0.450 0.453 -1.729 -0.3101
C -0.882 0.815 -1.847 -0.0642
C 0.732 -0.907 -1.644 -0.0608
C -1.875 -0.126 -1.921 -0.0292
C -0.238 -1.880 -1.718 -0.0200
C -1.578 -1.492 -1.798 -0.3163
O -2.466 -2.517 -1.671 0.0533
H 1.378 2.146 -2.390 0.0936
H 2.606 1.235 -1.576 0.0841
H -1.066 1.889 -1.829 0.1209
H 1.731 -1.174 -1.305 0.1161
H -2.884 0.303 -1.967 0.1164
H 0.077 -2.903 -1.501 0.1227
H -3.329 -2.131 -1.529 0.0990
H 1.450 2.018 -0.595 0.0475
C 0.194 0.516 2.892 -0.3224
C 1.031 1.252 1.842 -0.1123
C -0.008 -0.969 2.568 -0.1242
H 0.546 0.536 3.932 0.0908
H -0.746 1.032 3.142 0.0966
H 1.910 1.688 2.288 0.0655
H -0.371 -0.930 1.533 0.0604
H 0.891 -1.574 2.801 0.0797
H 0.440 2.089 1.431 0.0745
H 1.270 0.655 0.963 0.0434
H -0.797 -1.480 3.152 0.0688
```

Summary:
Orbital gap, eV: 9.20
Structure (SMILES): Cc1ccc(O)cc1.CCC
M, u: 152.24



#4
Formula: C10H16O
Source: the OMol25 dataset
Level of theory: ωB97M-V/def2-TZVPD

```
27
Properties=species:S:1:pos:R:3:lowdin_charge:R:1
C -1.919 -2.282 -1.023 -0.0576
C 1.714 -1.969 -0.083 -0.0071
C 1.725 -0.819 0.702 -0.3093
C 0.494 -2.383 -0.589 -0.0525
C -0.702 -1.700 -0.352 -0.2734
C 0.566 -0.157 1.050 -0.0100
C -0.651 -0.664 0.556 -0.0493
O 2.951 -0.439 1.193 0.0623
H 2.593 -2.550 -0.320 0.1173
H 0.538 -3.320 -1.130 0.1092
H 0.478 0.775 1.581 0.0860
H 2.869 0.357 1.652 0.0660
H -2.236 -1.701 -1.896 0.0785
H -2.880 -2.376 -0.511 0.0755
H -1.547 -0.088 0.684 0.0945
H -1.677 -3.304 -1.303 0.0668
C -1.626 2.654 -0.302 -0.2843
C -0.699 3.101 0.843 -0.1150
C -1.063 2.921 -1.703 -0.1246
H -1.598 1.567 -0.228 0.0489
H -2.635 3.051 -0.285 0.0992
H 0.314 3.148 0.470 0.0692
H -0.785 2.001 -2.219 0.0655
H -0.822 2.408 1.684 0.0522
H -1.085 3.969 1.383 0.0673
H -1.639 3.528 -2.408 0.0628
H -0.152 3.527 -1.747 0.0619
```

Summary:
Orbital gap, eV: 9.32
Structure (SMILES): Cc1ccc(O)cc1.CCC
M, u: 152.24



Stability ranking, top and bottom: #1 is the most stable and #4 is the least stable.